Entry 1:
C41H39F5N2P2PdSi | ωB97M-V/def2-TZVPD

```
91
Properties=species:S:1:pos:R:3:mulliken_spin:R:1
Pd 0.33695 -0.18357 -1.47900 1.42
C -0.99252 -1.79225 -5.42849 0.01
C 0.36672 -1.24724 -5.18459 0.04
C 1.42655 -1.42582 -6.11318 0.24
C 2.55774 -0.69682 -5.96623 -0.08
C 2.74825 0.06395 -4.82564 0.24
C 1.68983 0.13698 -3.88555 0.01
N 0.53510 -0.51775 -4.10321 0.16
N 1.79046 0.64011 -2.67696 0.62
Si 3.05818 1.81241 -2.07135 -0.03
C 2.25688 3.07151 -0.92696 0.02
C 4.25098 0.71186 -1.19694 0.02
C 3.75035 2.77713 -3.55638 0.01
H -1.03804 -2.18566 -6.44493 0.00
H -1.70013 -0.98274 -5.33877 0.00
H -1.29939 -2.58771 -4.72849 0.00
H 1.35605 -2.13062 -6.92742 0.01
H 3.41530 -0.88409 -6.61101 0.00
H 3.73239 0.52895 -4.68763 0.00
H 2.53179 3.09711 0.10753 0.00
H 1.18129 3.06620 -1.00851 -0.01
H 2.60444 4.02804 -1.36259 0.00
H 3.69398 -0.22408 -0.89274 0.00
H 4.66316 1.17935 -0.31770 0.00
H 5.08206 0.46098 -1.86604 0.00
H 3.01601 2.72414 -4.40766 0.00
H 4.74533 2.36880 -3.78761 0.00
H 3.91779 3.81700 -3.35277 0.00
C 2.10226 -2.15025 1.52617 0.79
C 0.66099 -2.34496 1.38737 -0.11
P -0.52016 -1.06611 2.00212 0.05
C -0.45652 -0.81369 3.76342 -0.02
C 0.74287 -0.35429 4.30596 -0.02
C 0.79827 0.12514 5.59140 0.00
C -0.38853 0.08315 6.35952 0.00
C -1.57223 -0.42605 5.85463 0.00
C -1.62951 -0.88090 4.55282 0.00
C -2.18893 -1.59879 1.57361 -0.01
C -2.36551 -2.94728 1.69597 0.03
C -3.62867 -3.50863 1.42081 0.00
C -4.66661 -2.69890 1.00469 0.00
C -4.46788 -1.33886 0.72155 0.00
C -3.24672 -0.82021 1.01243 0.00
P 0.15440 0.77352 0.91616 0.13
C -1.28219 1.89323 0.80756 -0.03
C -2.04124 2.29229 1.95790 0.00
C -3.09754 3.19329 1.80378 0.00
C -3.49619 3.49491 0.53098 0.00
C -2.88550 2.99640 -0.59319 0.00
C -1.72034 2.23222 -0.48022 0.00
C 1.34391 1.74368 1.99941 -0.06
C 2.67349 1.42541 1.98443 0.16
C 3.60268 2.19219 2.62652 0.02
C 3.16750 3.32518 3.35411 0.00
C 1.82587 3.57130 3.48357 0.00
C 0.95080 2.86760 2.70801 0.01
H 2.74781 -2.31409 0.64051 -0.01
H 2.52558 -2.07677 2.51244 0.01
H 0.28832 -3.21847 1.97573 0.09
H 0.29613 -2.49499 0.40765 0.10
H 1.57474 -0.23033 3.65359 0.05
H 1.65240 0.66278 6.01817 0.00
H -0.40964 0.45384 7.35591 0.00
H -2.36861 -0.50982 6.54779 0.00
H -2.55167 -1.25018 4.08174 0.00
H -1.62365 -3.58630 2.18883 0.01
H -3.81351 -4.57638 1.56850 0.00
H -5.63493 -3.11414 0.89068 0.00
H -5.22130 -0.69997 0.27202 0.00
H -2.96072 0.20920 0.81342 0.00
H -1.68269 1.89421 2.95362 0.00
H -3.62453 3.65130 2.60178 0.00
H -4.38255 4.06224 0.33989 0.00
H -3.30831 3.15549 -1.56973 0.00
H -1.20971 1.95919 -1.39027 0.00
H 2.99200 0.49933 1.49790 -0.04
H 4.65401 1.93893 2.57412 0.00
H 3.86981 4.04695 3.72961 0.00
H 1.45557 4.44846 4.03159 0.00
H -0.04753 3.24353 2.66398 0.00
F -2.73817 -0.31232 -2.23657 -0.01
C -2.25876 -1.54300 -1.94222 -0.14
C -0.89499 -1.71136 -1.78401 0.36
C -0.43566 -3.02117 -1.85586 -0.17
F 0.88340 -3.22075 -1.85700 0.00
C -1.29057 -4.15089 -1.91617 0.03
F -0.74673 -5.37569 -1.99462 0.00
C -2.64095 -3.89386 -1.88350 0.05
F -3.56744 -4.87044 -1.67839 0.00
C -3.14425 -2.58070 -1.96316 0.04
F -4.42914 -2.36060 -2.07868 0.00
```

2S+1 = 5
charge = +2
gap between HOMO and LUMO (alpha / beta) = 8.479 / 6.450 eV
ΔE to the lowest compared entry with this formula, charge and spin = 0.0 kcal per mole
LUMO energy (alpha / beta) = -5.2 / -7.7 eV
highest occupied orbital energy (alpha / beta) = -13.6 / -14.1 eV
⟨S²⟩ = 6.053

=====

Entry 2:
C31H36N2P2SSn | ωB97M-V/def2-TZVPD

```
73
Properties=species:S:1:pos:R:3:lowdin_charge:R:1
C -1.66628 2.86974 -4.39582 -0.04
C -1.30437 1.60585 -3.98838 -0.24
C 0.02789 1.15531 -4.35916 -0.17
C 1.08025 2.12972 -4.47183 -0.13
C 0.68552 3.47986 -4.34295 -0.04
C -0.65508 3.83048 -4.49651 -0.06
C 2.43808 1.69921 -4.22529 0.09
C 2.69294 0.28358 -4.18199 -0.13
C 1.55881 -0.61121 -4.07970 -0.17
C 1.75322 -1.89323 -3.44288 -0.24
C 3.00310 -2.46497 -3.51914 -0.04
C 4.10654 -1.61598 -3.61210 -0.06
C 3.93696 -0.23937 -3.75664 -0.03
H -2.72620 3.13555 -4.46948 0.13
H 1.43799 4.24382 -4.07411 0.13
H -0.91057 4.82975 -4.80800 0.11
H 2.90942 2.23578 -3.43031 0.12
H 3.10533 -3.53974 -3.36269 0.13
H 5.08787 -2.04047 -3.68185 0.11
H 4.74673 0.45683 -3.50087 0.12
N 0.31750 -0.13984 -4.19865 0.16
Sn 1.33033 0.93604 0.58774 1.10
C -2.24746 0.67921 -3.25428 -0.25
H -2.15919 -0.38980 -3.51642 0.08
H -3.30865 0.99216 -3.30520 0.10
C 0.58184 -2.59653 -2.80886 -0.25
H -0.39786 -2.44223 -3.32443 0.09
H 0.74429 -3.66293 -2.62378 0.09
P -1.77509 0.77206 -1.40481 0.85
P 0.32851 -1.82327 -1.07173 0.83
C 1.62451 -2.76029 -0.17960 -0.30
H 1.53825 -2.56788 0.90062 0.03
H 1.48486 -3.82851 -0.37271 0.05
H 2.62859 -2.45879 -0.50262 0.04
C -1.08682 -2.85513 -0.54718 -0.27
H -0.75078 -3.89139 -0.50604 0.05
H -1.41173 -2.53118 0.44886 0.02
H -1.91398 -2.75454 -1.25368 0.04
C -2.32568 2.48083 -1.07960 -0.27
H -3.31242 2.65247 -1.52817 0.06
H -2.40232 2.64746 0.00130 0.04
H -1.61759 3.20948 -1.48040 0.04
C -3.23024 -0.06953 -0.68288 -0.26
H -3.07607 -0.15332 0.39656 0.03
H -4.12321 0.52931 -0.87116 0.06
H -3.35065 -1.07058 -1.09912 0.04
H 0.29808 0.91488 -0.89807 -0.22
H 2.84656 1.60260 1.21518 -0.07
N -0.20960 0.29419 1.96378 -0.42
S 0.85703 0.19521 3.32606 1.02
C 0.15258 1.42656 4.35068 -0.43
C -1.16910 1.29831 4.76939 -0.06
C -1.70349 2.32997 5.54182 -0.03
C -0.93347 3.45358 5.83879 -0.03
C 0.36908 3.59102 5.34762 -0.04
C 0.91518 2.58565 4.56086 -0.07
C 0.29629 -1.38799 3.85613 -0.43
C 1.16056 -1.97378 4.78919 -0.07
C 0.80765 -3.19915 5.33267 -0.04
C -0.35814 -3.83392 4.89527 -0.03
C -1.17834 -3.26687 3.91732 -0.04
C -0.84672 -2.02461 3.36622 -0.09
H -1.14948 0.73510 2.02279 0.05
H -1.72758 0.39184 4.52628 0.12
H -2.72052 2.22242 5.91841 0.13
H -1.35295 4.24789 6.45566 0.13
H 0.97967 4.46108 5.57459 0.13
H 1.92030 2.63739 4.13494 0.11
H 2.06225 -1.41817 5.06014 0.12
H 1.46103 -3.61755 6.09438 0.13
H -0.62384 -4.79021 5.33631 0.12
H -2.08798 -3.77231 3.58947 0.12
H -1.46212 -1.55693 2.59004 0.09
```

charge = +2
gap between HOMO and LUMO = 4.262 eV
LUMO energy = -7.6 eV
highest occupied orbital energy = -11.9 eV

=====

Entry 3:
C14H14AsMoN4O6S2 | ωB97M-V/def2-TZVPD

```
42
Properties=species:S:1:pos:R:3:nbo_charge:R:1
Mo -0.37169 -0.53641 0.14185 1.65
C 2.16202 -4.08605 -0.04711 -0.70
C 1.23134 -2.99758 -0.39000 0.45
N 0.60810 -2.31046 0.52900 -0.31
N 0.67717 -2.72652 1.83325 -0.34
C -0.39387 -2.40661 2.48722 0.33
N -0.59010 -2.67579 3.76190 -0.72
S -1.73581 -1.51398 1.64329 0.30
C 0.84269 -2.60927 -1.74939 0.11
C 1.22580 -3.27160 -2.88670 -0.13
C 0.63237 -2.91841 -4.10700 -0.06
C -0.32356 -1.92755 -4.12648 -0.19
C -0.63416 -1.26031 -2.94349 0.13
N -0.06615 -1.59161 -1.78213 -0.49
H 1.72038 -4.72774 0.71721 0.30
H 3.05794 -3.64590 0.40623 0.30
H 2.45646 -4.67296 -0.90984 0.26
H 0.11710 -3.18558 4.27718 0.45
H -1.45785 -2.46647 4.23218 0.45
H 1.95574 -4.06705 -2.84624 0.27
H 0.91671 -3.43317 -5.01594 0.28
H -0.82626 -1.63997 -5.03960 0.28
H -1.34433 -0.44685 -2.94881 0.25
O 1.77237 2.32177 2.89886 -0.95
As 0.18770 1.91535 2.45918 2.36
O -0.77749 1.04755 3.38060 -0.95
O 0.71151 0.34942 1.10494 -0.63
C -0.29854 3.24672 1.19174 -0.35
C 0.16643 4.49308 1.58199 -0.17
C -0.22658 5.64869 0.89718 -0.12
C -1.08567 5.55766 -0.17437 -0.13
C -1.54630 4.30788 -0.59674 -0.10
C -1.16542 3.15657 0.07256 -0.42
S -1.74454 1.69520 -0.71062 2.38
O -0.50470 0.92721 -1.23402 -0.84
O -2.71248 1.97149 -1.68693 -0.77
O -2.09103 0.63238 0.33173 -0.84
H 2.08365 1.95998 3.74884 0.56
H 0.83386 4.59336 2.42845 0.27
H 0.14776 6.60827 1.22826 0.28
H -1.40744 6.44403 -0.70447 0.28
H -2.20311 4.24121 -1.45375 0.28
```

charge = +3
gap between HOMO and LUMO = 6.279 eV
LUMO energy = -12.3 eV
highest occupied orbital energy = -18.6 eV

=====

Entry 4:
C5H10BBrClO2 | ωB97M-V/def2-TZVPD

```
20
Properties=species:S:1:pos:R:3:nbo_charge:R:1
Cl -2.87973 -2.10616 2.31247 -0.12
C -1.54344 -1.12174 1.62762 -0.35
C -1.10963 -1.63372 0.25784 -0.41
C 0.32097 -1.16088 -0.05208 -0.42
C 0.36108 0.22376 -0.64817 0.04
O 0.02802 1.25943 0.23984 -0.74
B 0.41564 2.48729 -0.58311 0.41
O 1.42527 1.92869 -1.60946 -0.69
C 1.73003 0.69891 -1.14210 0.14
Br 2.98405 0.93735 0.43978 -0.20
H -1.86747 -0.09112 1.54610 0.24
H -0.71122 -1.15294 2.32324 0.21
H -1.75742 -1.15877 -0.47999 0.21
H -1.19319 -2.71514 0.18975 0.20
H 0.95749 -1.22937 0.82964 0.22
H 0.73468 -1.84642 -0.79866 0.20
H -0.36880 0.34636 -1.46365 0.17
H -0.58052 2.87009 -1.22952 -0.15
H 0.81822 3.41393 0.09565 -0.12
H 2.23596 0.05043 -1.85519 0.17
```

charge = -1
gap between HOMO and LUMO = 7.457 eV
LUMO energy = 3.1 eV
highest occupied orbital energy = -4.4 eV

=====

Electronic energy values, unit eV, following the record order: -89634.3550, -70934.9299, -117325.9629, -92686.2477.
Strongest force on any atom values, unit eV/Å, following the record order: 2.6, 3.8, 1.1, 1.7.